Molecular formula: C31H49O15
Method: DFT, the ωB97M-V functional and the def2-TZVPD basis

energy = -2338.993502 hartree
2S+1 = 2
E_HOMO (alpha / beta) = -0.3535 / -0.3535 hartree
⟨S²⟩ = 0.754
largest force on an atom = 7.40 eV Å⁻¹

Last column: Löwdin charge in e.
Positions of all 95 atoms, in Å:
C 0.137146 -1.281641 -0.710519  -0.04
C -1.097664 -0.338681 -0.766734  -0.45
C -1.133374 0.397851 0.599111  -0.06
O -0.969616 0.512029 -1.883285  0.05
H 0.126011 -1.947568 -1.573374  0.05
H 0.226063 -1.908395 0.176826  0.08
H 1.124621 -0.832786 -0.817882  0.07
H -2.065280 -0.835922 -0.834370  0.13
H -0.203458 0.816369 0.984056  0.06
H -1.444492 -0.202982 1.453691  0.07
H -1.753710 1.294064 0.589489  0.06
O -1.105017 -2.134048 6.780840  0.12
C -1.965527 -1.541303 6.192413  -0.49
O -2.094984 -1.399031 4.885329  0.04
C -3.295179 -0.675200 4.483826  -0.14
C -4.001173 -0.236797 5.770506  -0.16
C -3.077491 -0.702002 6.960462  -0.03
H -3.980467 -1.335568 3.952406  0.11
H -3.159522 0.092107 3.721640  0.11
H -4.994999 -0.683895 5.747891  0.10
H -4.157899 0.838696 5.687696  0.10
H -3.466138 -1.090062 7.901978  0.12
H -2.574152 0.244645 7.156949  0.11
O 1.727267 -2.683524 6.001335  0.04
C 2.227433 -2.313058 4.873168  -0.41
O 2.603534 -3.165301 3.949138  0.04
C 3.250205 -2.562026 2.850185  -0.16
C 2.737133 -1.150065 2.919351  -0.16
C 2.525532 -0.864055 4.413142  -0.05
H 2.895377 -2.962984 1.900754  0.12
H 4.285273 -2.881433 2.971552  0.13
H 1.904883 -1.008287 2.229883  0.11
H 3.362886 -0.361621 2.501155  0.10
H 1.809108 -0.141652 4.804250  0.12
H 3.484187 -0.573022 4.842545  0.12
O 1.194426 2.500136 -1.048301  0.13
C 1.617487 3.126521 -0.115860  -0.45
O 2.438069 2.474981 0.775404  0.00
C 2.986660 3.353617 1.671578  -0.22
C 2.229869 4.669890 1.532379  -0.14
C 1.260458 4.501808 0.372489  -0.05
H 4.052540 3.404522 1.449291  0.11
H 3.221281 2.955054 2.658597  0.12
H 3.015888 5.417250 1.424070  0.12
H 1.642244 4.944800 2.408286  0.11
H 1.315595 5.289287 -0.379134  0.13
H 0.254897 4.381073 0.775444  0.13
O -6.054038 5.642354 -0.571163  0.06
C -5.218587 4.926138 -1.169111  -0.51
O -4.477291 4.046486 -0.626719  0.08
C -3.503239 3.522934 -1.441201  -0.16
C -3.967955 3.996369 -2.795152  -0.16
C -5.010570 5.074976 -2.626876  -0.07
H -3.390347 2.439237 -1.410491  0.12
H -2.571884 4.020806 -1.171375  0.13
H -4.374612 3.114208 -3.289653  0.11
H -3.159039 4.462052 -3.358073  0.12
H -5.848078 4.810267 -3.272345  0.13
H -4.701706 6.080716 -2.911825  0.13
O 3.131281 0.464418 -1.872430  0.10
C 4.129191 0.154743 -1.218276  -0.43
O 4.371574 -1.139387 -1.007350  0.04
C 5.489948 -1.256061 -0.246526  -0.26
C 6.289798 -0.078328 -0.445074  -0.16
C 5.233667 0.989566 -0.564745  -0.04
H 6.004042 -2.172869 -0.535073  0.14
H 5.062493 -1.492917 0.727781  0.12
H 6.951617 -0.230440 -1.297688  0.14
H 6.914030 0.028842 0.442033  0.13
H 5.582450 1.868883 -1.106277  0.13
H 4.695886 1.363200 0.306630  0.11
O -7.079761 -2.137296 -3.767819  0.07
C -5.908200 -1.726027 -3.791731  -0.48
O -5.703798 -0.574524 -3.237518  0.08
C -4.296332 -0.516087 -3.085694  -0.18
C -3.706667 -1.462849 -4.057443  -0.20
C -4.641710 -2.590012 -4.026623  -0.06
H -4.044219 -0.563268 -2.026294  0.12
H -3.967360 0.506156 -3.272469  0.12
H -2.628520 -1.550014 -3.922970  0.13
H -3.562290 -1.033502 -5.048862  0.13
H -4.576770 -3.219667 -3.139260  0.14
H -4.519551 -3.192416 -4.926787  0.13
O 1.625153 -1.348434 -3.536382  0.11
C 2.036544 -2.459779 -3.812452  -0.49
O 2.109637 -2.959734 -4.991815  0.08
C 2.785301 -4.169275 -5.089387  -0.16
C 2.633567 -4.705834 -3.694411  -0.18
C 2.344106 -3.563664 -2.823014  -0.08
H 3.798701 -4.112218 -5.486686  0.13
H 2.302450 -4.898469 -5.739951  0.13
H 3.620972 -5.134477 -3.522936  0.11
H 2.010817 -5.582432 -3.515956  0.12
H 3.116903 -3.207879 -2.141633  0.12
H 1.556464 -3.836283 -2.120573  0.12

Forces on atoms 1 to 6 (eV/Å):
-0.069 -1.043 -1.128
2.080 1.279 1.409
-0.137 1.068 0.419
-0.537 -0.791 0.915
-0.210 -0.140 -0.013
-0.648 0.118 0.265